[1]
# C16H28N6O7PS

4 unconnected molecules or ions with the total composition C16H28N6O7PS in a non-equilibrium geometry (ωB97M-V with the def2-TZVPD basis set, the Open Molecules 2025 dataset).

```
! RIJCOSX wB97M-V def2-TZVPD def2/J DEFGRID3
* xyz 1 1
O 3.99 2.09 1.19
C 3.31 2.21 0.02
N 2.82 1.83 -1.24
N 1.46 2.24 -1.25
C 0.51 1.09 -1.13
C -1.12 1.49 -1.19
P -2.55 0.23 -1.06
O -2.59 -0.33 0.62
O -4.13 1.00 -1.33
S -2.31 -1.34 -2.19
C -1.33 3.11 -1.37
C -0.07 4.13 -1.43
C -0.42 5.76 -1.57
C -1.12 6.15 -0.10
O -0.33 6.33 0.98
N 1.31 3.58 -1.36
H 0.86 -0.05 -1.04
H -2.00 0.33 1.11
H -4.08 1.65 -2.08
H -2.42 3.56 -1.47
H -1.28 5.93 -2.37
H 0.53 6.42 -1.74
H -2.28 6.24 0.03
C 1.27 0.02 4.83
O 0.75 -0.27 3.77
N 2.44 0.73 4.98
C 3.01 1.04 6.28
C 3.13 1.20 3.79
H 0.83 -0.28 5.80
H 3.07 2.12 6.39
H 4.01 0.60 6.34
H 2.39 0.63 7.08
H 2.46 1.85 3.22
H 3.40 0.34 3.17
H 4.04 1.75 4.06
C 3.10 -2.14 -1.77
O 1.89 -2.12 -1.57
N 3.72 -1.87 -2.97
C 5.16 -1.91 -3.12
C 2.90 -1.53 -4.12
H 3.81 -2.39 -0.96
H 5.51 -0.92 -3.44
H 5.41 -2.65 -3.88
H 5.65 -2.18 -2.18
H 2.31 -0.64 -3.88
H 2.22 -2.36 -4.32
H 3.53 -1.34 -4.99
C -6.64 -4.62 0.24
O -7.04 -5.75 0.49
N -5.37 -4.29 -0.17
C -4.98 -2.93 -0.46
C -4.39 -5.35 -0.32
H -7.31 -3.75 0.32
H -4.65 -2.86 -1.50
H -4.15 -2.65 0.21
H -5.81 -2.24 -0.30
H -4.75 -6.07 -1.06
H -4.26 -5.86 0.64
H -3.43 -4.94 -0.65
*
```

## Properties
- F_max (eV Å⁻¹) = 12.639

=====

[2]
# C16H29AsNO2ScSe2

A molecular structure, C16H29AsNO2ScSe2 in a non-equilibrium geometry (ωB97M-V with the def2-TZVPD basis set, the Open Molecules 2025 dataset).

```
! RIJCOSX wB97M-V def2-TZVPD def2/J DEFGRID3
* xyz 2 1
Sc -17.23 -10.21 -3.45
N -17.71 -9.64 -5.71
C -19.20 -9.53 -5.92
C -19.85 -8.75 -4.75
C -19.13 -9.17 -3.53
O -19.27 -10.39 -3.11
O -18.20 -8.40 -3.11
H -17.14 -8.83 -6.06
H -17.37 -10.48 -6.20
H -19.68 -10.48 -5.97
H -19.45 -8.92 -6.83
H -20.87 -9.03 -4.74
H -19.71 -7.66 -5.02
C -15.52 -10.36 -0.26
Se -16.76 -11.69 -1.12
C -15.22 -13.03 -1.65
C -14.48 -12.71 -2.97
Se -15.67 -12.43 -4.62
C -14.18 -11.98 -5.88
H -14.55 -10.13 -0.64
H -15.52 -11.01 0.70
H -16.06 -9.50 0.01
H -15.63 -14.03 -1.68
H -14.59 -13.00 -0.75
H -13.79 -13.61 -3.21
H -13.97 -11.76 -2.90
H -14.67 -11.48 -6.76
H -13.75 -12.96 -6.14
H -13.59 -11.23 -5.37
C -15.06 -6.67 -2.39
As -14.66 -8.08 -3.65
C -14.05 -6.98 -5.23
C -12.78 -8.60 -2.97
C -11.61 -7.69 -3.08
C -11.21 -6.90 -2.03
C -10.21 -5.93 -2.23
C -9.66 -5.62 -3.50
C -10.03 -6.50 -4.53
C -11.01 -7.42 -4.36
H -14.29 -5.86 -2.41
H -15.06 -7.15 -1.40
H -16.06 -6.23 -2.53
H -13.65 -7.65 -5.97
H -13.30 -6.22 -4.93
H -14.93 -6.48 -5.68
H -12.64 -9.68 -3.38
H -13.15 -8.75 -1.93
H -11.64 -7.06 -1.01
H -9.96 -5.25 -1.40
H -9.04 -4.77 -3.53
H -9.60 -6.37 -5.54
H -11.31 -8.00 -5.24
*
```

## Properties
- F_max (eV Å⁻¹) = 4.108

=====

[3]
# C16H29CrIN8O

A molecular structure, C16H29CrIN8O in a non-equilibrium geometry (ωB97M-V with the def2-TZVPD basis set, the Open Molecules 2025 dataset).

```
! RIJCOSX wB97M-V def2-TZVPD def2/J DEFGRID3
* xyz 3 2
Cr -0.29 0.67 0.24
N 1.52 1.59 -0.24
C 1.73 1.64 -1.69
C 1.12 0.38 -2.32
N -0.31 0.22 -1.95
C -0.73 -1.15 -2.21
C -2.01 -1.68 0.02
N -2.18 -0.38 0.64
C -1.12 1.18 -2.75
C -2.18 1.86 -1.90
N -1.55 2.38 -0.68
H 1.81 2.48 0.17
H 2.18 0.87 0.14
H 2.79 1.66 -1.94
H 1.27 2.55 -2.09
H 1.69 -0.48 -1.95
H 1.24 0.42 -3.41
H 0.05 -1.85 -1.89
H -0.92 -1.32 -3.28
H -0.82 -2.46 1.61
H -2.83 -2.37 0.26
H -2.09 -0.51 1.65
H -3.13 -0.02 0.51
H -1.57 0.69 -3.62
H -0.45 1.95 -3.13
H -2.99 1.18 -1.61
H -2.64 2.66 -2.51
H -2.28 2.84 -0.15
H -0.92 3.14 -0.96
I 1.11 -1.01 3.58
C 0.56 1.01 3.34
C 0.89 1.86 4.39
C 0.36 3.13 4.44
C -0.53 3.50 3.43
C -0.74 2.62 2.39
N -0.19 1.39 2.29
H 1.55 1.51 5.18
H 0.59 3.81 5.26
H -1.04 4.45 3.44
H -1.41 2.90 1.60
C 3.37 -3.28 0.09
N 1.97 -2.91 0.10
C 1.01 -3.82 -0.24
C -0.29 -3.54 -0.14
C -0.67 -2.25 0.53
N 0.34 -1.22 0.40
C 1.64 -1.59 0.35
O 2.53 -0.75 0.43
N -2.00 -1.53 -1.49
H 3.47 -4.33 -0.16
H 3.81 -3.10 1.07
H 3.93 -2.68 -0.63
H 1.37 -4.77 -0.63
H -1.05 -4.26 -0.38
H -2.26 -2.45 -1.87
H -2.74 -0.86 -1.76
*
```

## Properties
- ⟨S²⟩ = 0.78
- F_max (eV Å⁻¹) = 2.881

=====

[4]
# C16H29F3N8O2OsPS3

A molecular structure, C16H29F3N8O2OsPS3 (ωB97M-V with the def2-TZVPD basis set, the Open Molecules 2025 dataset).

```
! RIJCOSX wB97M-V def2-TZVPD def2/J DEFGRID3
* xyz 2 2
Os -0.89 0.21 -0.38
N -2.36 1.25 1.03
N -3.68 0.78 0.91
C -3.95 -0.35 0.24
N -5.20 -0.79 0.20
S -2.70 -1.25 -0.52
H -2.10 1.30 2.02
H -2.33 2.19 0.63
H -4.42 1.30 1.36
H -5.94 -0.38 0.76
H -5.43 -1.60 -0.34
C -4.69 0.46 -4.95
C -3.63 1.29 -4.26
O -2.59 0.36 -3.78
P -1.22 0.91 -3.28
S -1.30 2.18 -1.71
S -0.23 -0.68 -2.42
O -0.49 1.59 -4.47
C -0.47 1.08 -5.85
C 0.33 -0.19 -5.96
H -5.47 1.12 -5.33
H -5.14 -0.24 -4.26
H -4.27 -0.09 -5.79
H -4.02 1.82 -3.39
H -3.17 2.01 -4.94
H -0.02 1.90 -6.41
H -1.50 0.95 -6.18
H 1.34 -0.05 -5.58
H 0.39 -0.48 -7.01
H -0.14 -1.02 -5.43
F 1.33 -4.54 4.38
C 2.14 -3.91 3.53
F 2.88 -4.82 2.89
F 2.97 -3.14 4.25
C 1.36 -3.05 2.57
C 0.20 -2.40 2.99
C -0.45 -1.58 2.10
N -0.01 -1.36 0.85
C 1.09 -2.00 0.45
C 1.80 -2.86 1.27
H -0.19 -2.54 3.99
H -1.36 -1.07 2.38
H 1.42 -1.81 -0.56
H 2.68 -3.36 0.89
C 4.64 0.26 2.64
C 3.96 1.16 3.67
C 2.95 0.39 4.51
C 3.34 2.40 3.02
N 2.27 2.06 2.08
C 2.34 1.71 0.79
N 1.13 1.41 0.39
N 0.33 1.57 1.46
N 1.00 1.96 2.48
H 5.18 -0.54 3.14
H 5.36 0.81 2.02
H 3.91 -0.22 1.98
H 4.73 1.56 4.33
H 2.16 -0.03 3.88
H 2.48 1.02 5.26
H 3.44 -0.44 5.01
H 4.08 2.98 2.46
H 2.89 3.06 3.76
H 3.24 1.71 0.20
*
```

## Properties
- ⟨S²⟩ = 0.76
- F_max (eV Å⁻¹) = 0.957

=====

The following energy values (in Ha) correspond, in order, to the records above: -2220.574952 -8631.141516 -2481.592330 -3141.408200.